{
  "formula": "C32H41N2O3S3Ta",
  "method": "ωB97M-V/def2-TZVPD",
  "gap_ha": 0.2543,
  "lumo_energy_ha": -0.28979,
  "total_charge": 2,
  "homo_ev": -14.8,
  "species": ["Ta", "C", "C", "C", "C", "C", "C", "C", "C", "C", "C", "C", "C", "C", "C", "C", "C", "C", "H", "H", "H", "H", "H", "H", "H", "H", "H", "H", "H", "H", "H", "H", "H", "H", "H", "H", "H", "H", "H", "H", "H", "H", "H", "H", "H", "H", "H", "S", "C", "N", "C", "C", "C", "C", "C", "C", "C", "S", "O", "O", "O", "H", "H", "H", "H", "H", "H", "H", "S", "C", "N", "C", "C", "C", "C", "C", "C", "H", "H", "H", "H", "H"],
  "positions_angstrom": [[0.373514, 0.478116, -0.284782], [-1.830950, 0.985604, -0.987821], [-1.459283, 1.894433, 0.056928], [-0.454950, 2.781359, -0.473631], [-0.218558, 2.317671, -1.802008], [-1.086799, 1.271392, -2.159932], [-1.361719, 0.791841, -3.571379], [-0.103587, 0.641450, -4.425867], [-2.208928, 1.940988, -4.169075], [-2.197896, -0.488919, -3.592309], [0.224349, 4.085487, 0.000320], [0.996858, 4.013422, 1.324471], [1.222974, 4.581631, -1.057508], [-0.894646, 5.143301, 0.073860], [-2.429391, 2.018097, 1.250358], [-2.973986, 0.652502, 1.683644], [-1.836682, 2.675601, 2.500761], [-3.605088, 2.859273, 0.727011], [-2.582580, 0.220155, -0.874223], [0.479809, 2.774386, -2.479986], [0.550659, 1.511575, -4.356914], [-0.395451, 0.540668, -5.470606], [0.470799, -0.245983, -4.171731], [-1.629649, 2.861863, -4.241661], [-3.099868, 2.133441, -3.569838], [-2.528149, 1.661198, -5.172390], [-1.693265, -1.323765, -3.110113], [-2.393952, -0.775119, -4.625039], [-3.165134, -0.345365, -3.108899], [1.935679, 3.475974, 1.197123], [0.448268, 3.545740, 2.136524], [1.241287, 5.032410, 1.623267], [2.029046, 3.869944, -1.245129], [1.694773, 5.487262, -0.680200], [0.741168, 4.838200, -2.001528], [-1.572917, 4.978979, 0.904908], [-1.478233, 5.174213, -0.848278], [-0.441463, 6.125143, 0.209216], [-2.167707, -0.019598, 1.979786], [-3.590980, 0.159961, 0.930199], [-3.615760, 0.798177, 2.551610], [-0.972063, 2.127211, 2.874810], [-2.592900, 2.685271, 3.284901], [-1.536897, 3.704677, 2.336304], [-4.096879, 2.377662, -0.120041], [-3.288932, 3.851610, 0.413930], [-4.342781, 2.971841, 1.521268], [2.324244, 1.061897, -1.565230], [3.294025, -0.320110, -1.307930], [3.895252, -1.302512, -1.295380], [0.612867, -0.373145, 7.992814], [0.808626, -0.352346, 6.511156], [2.065582, -0.576506, 5.951513], [2.246726, -0.585582, 4.581703], [1.149442, -0.354564, 3.759906], [-0.122318, -0.135529, 4.289930], [-0.281485, -0.136809, 5.658366], [1.407185, -0.314770, 2.058224], [2.641293, -0.890440, 1.651508], [0.197571, -0.892182, 1.300999], [1.219223, 1.121528, 1.523418], [1.545384, -0.189986, 8.521833], [0.240824, -1.352950, 8.300584], [-0.121698, 0.368377, 8.302885], [2.914120, -0.750522, 6.599489], [3.221055, -0.770289, 4.148639], [-0.971559, 0.014079, 3.640215], [-1.263381, 0.024382, 6.083732], [0.519828, -3.475389, -2.782327], [0.789139, -1.916437, -2.218479], [0.010518, -1.478279, -1.239763], [-0.925356, -2.478127, -0.900518], [-1.948457, -2.399365, 0.046325], [-2.787556, -3.481648, 0.200730], [-2.627057, -4.644206, -0.563253], [-1.625380, -4.739173, -1.498996], [-0.780541, -3.641920, -1.661532], [1.573341, -1.328304, -2.659699], [-2.069669, -1.523527, 0.660514], [-3.583924, -3.438629, 0.931132], [-3.298383, -5.477602, -0.411041], [-1.493441, -5.633294, -2.092377]],
  "forces_ev_per_a": [[-0.16, -0.01, -0.45], [0.60, -0.06, -0.23], [-0.70, 0.44, 0.59], [0.37, -0.09, -0.17], [0.30, 0.22, 0.11], [-0.48, -0.41, 0.03], [-0.13, 0.02, 0.01], [0.01, 0.03, 0.02], [0.01, -0.03, 0.03], [0.04, 0.06, 0.00], [-0.15, 0.02, 0.01], [-0.05, -0.05, 0.01], [0.00, -0.03, 0.01], [0.03, 0.03, 0.03], [0.28, 0.08, 0.20], [-0.02, -0.02, -0.01], [0.00, -0.02, -0.10], [-0.04, 0.02, -0.01], [-0.02, -0.02, -0.13], [0.06, 0.03, -0.07], [0.01, 0.00, -0.02], [-0.01, 0.00, -0.01], [0.04, -0.03, 0.04], [0.00, 0.03, 0.00], [-0.01, 0.01, 0.01], [-0.01, 0.00, -0.02], [0.01, -0.04, -0.01], [0.00, 0.02, -0.02], [-0.02, 0.00, 0.01], [0.01, -0.01, -0.01], [0.09, 0.07, -0.09], [0.00, 0.02, 0.01], [0.00, -0.03, 0.00], [-0.02, 0.03, 0.01], [-0.01, 0.02, -0.01], [-0.02, 0.03, 0.01], [0.01, -0.02, -0.02], [0.02, 0.00, 0.01], [-0.02, -0.04, 0.02], [0.04, 0.05, -0.03], [-0.01, -0.01, 0.02], [0.01, 0.00, 0.01], [-0.03, -0.02, 0.01], [-0.05, -0.01, 0.00], [0.00, -0.03, 0.00], [-0.02, 0.02, 0.01], [-0.02, 0.02, 0.02], [-0.13, -0.19, -0.04], [-0.18, 0.19, 0.12], [0.03, -0.01, 0.09], [0.00, -0.01, 0.05], [-0.01, 0.00, -0.07], [0.00, 0.00, -0.02], [0.26, -0.05, -0.08], [-0.11, -0.05, -0.13], [-0.09, -0.01, -0.02], [0.05, -0.01, -0.06], [-0.13, 0.11, 0.67], [-0.10, 0.07, 0.24], [0.33, -0.14, 0.04], [0.06, -0.25, -0.48], [0.00, 0.00, 0.00], [0.00, 0.00, 0.01], [0.00, 0.00, 0.01], [0.01, 0.00, -0.01], [0.01, 0.00, 0.03], [-0.02, 0.01, 0.02], [-0.01, 0.01, -0.01], [0.04, 0.12, 0.03], [0.03, 0.01, 0.04], [0.24, -0.08, -0.42], [-0.14, -0.05, 0.05], [0.05, -0.04, -0.06], [0.03, 0.05, 0.00], [-0.07, -0.04, 0.06], [0.08, 0.00, -0.05], [-0.15, 0.05, 0.13], [0.06, 0.04, 0.04], [-0.03, -0.03, 0.01], [0.00, 0.02, 0.01], [0.00, -0.01, -0.01], [-0.01, -0.01, -0.01]],
  "lowdin_charge": [1.73, -0.08, -0.22, -0.16, -0.16, -0.24, -0.53, -0.02, -0.01, -0.01, -0.50, -0.03, -0.05, -0.02, -0.50, -0.05, -0.02, 0.00, 0.13, 0.10, 0.09, 0.11, 0.06, 0.10, 0.10, 0.10, 0.06, 0.11, 0.10, 0.08, 0.06, 0.11, 0.06, 0.11, 0.10, 0.06, 0.10, 0.11, 0.05, 0.09, 0.11, 0.07, 0.11, 0.07, 0.10, 0.08, 0.11, 0.76, -0.71, 0.16, -0.02, -0.22, 0.01, -0.02, -0.29, -0.04, 0.00, 0.65, -0.21, -0.41, -0.42, 0.09, 0.10, 0.09, 0.13, 0.13, 0.09, 0.13, 1.22, -0.47, -0.10, -0.30, -0.03, -0.03, -0.04, -0.05, -0.44, 0.04, 0.06, 0.12, 0.12, 0.13]
}

***

{
  "formula": "C32H41N2OP2Pd",
  "method": "ωB97M-V/def2-TZVPD",
  "s_squared": 6.023,
  "gap_ha": [0.2837, 0.2203],
  "relative_energy_ev": 0.000,
  "multiplicity": 5,
  "lumo_energy_ha": [-0.31057, -0.40716],
  "total_charge": 3,
  "homo_ev": [-16.2, -17.1],
  "species": ["Pd", "O", "C", "C", "C", "C", "C", "C", "C", "P", "C", "C", "C", "C", "C", "C", "C", "C", "C", "C", "C", "C", "H", "H", "H", "H", "H", "H", "H", "H", "H", "H", "H", "H", "H", "H", "C", "C", "N", "C", "C", "N", "H", "H", "H", "H", "H", "H", "C", "C", "C", "P", "C", "C", "C", "C", "C", "C", "H", "H", "H", "H", "H", "H", "H", "H", "H", "H", "H", "H", "H", "H", "H", "H", "H", "H", "H", "H", "H"],
  "positions_angstrom": [[-0.336712, 0.071205, -0.322628], [2.152525, -0.481181, 0.007740], [1.856926, 0.507047, -0.596177], [2.643875, 1.715951, -0.899100], [3.970141, 1.630847, -1.283500], [4.657970, 2.803122, -1.591377], [4.023210, 4.031798, -1.483636], [2.694480, 4.119571, -1.077115], [1.983906, 2.956177, -0.795623], [0.306821, 2.987468, -0.186521], [-0.403738, 4.584184, -0.145897], [-0.434161, 5.357588, -1.323773], [-0.983782, 6.621916, -1.290661], [-1.526605, 7.111873, -0.104131], [-1.529081, 6.339761, 1.055826], [-0.983671, 5.071964, 1.040659], [0.266539, 2.148216, 1.397176], [1.421397, 2.117837, 2.191778], [1.432922, 1.390833, 3.368271], [0.317464, 0.646710, 3.750546], [-0.826782, 0.658263, 2.970228], [-0.867909, 1.405262, 1.793324], [4.460763, 0.668944, -1.352297], [5.692257, 2.752927, -1.903322], [4.567127, 4.940747, -1.703747], [2.234018, 5.091431, -0.962780], [-0.031563, 4.966516, -2.251084], [-0.999743, 7.231029, -2.183989], [-1.957412, 8.104383, -0.083654], [-1.949230, 6.737594, 1.969300], [-0.975564, 4.476566, 1.944737], [2.300410, 2.679235, 1.901397], [2.313243, 1.408471, 3.997237], [0.339492, 0.081122, 4.672842], [-1.709223, 0.116920, 3.286136], [-1.815677, 1.514636, 1.280188], [-3.308612, 2.442002, -0.882730], [-3.392162, 0.960017, -0.942330], [-2.412128, 0.070669, -0.822538], [-2.999187, -1.179662, -0.977159], [-4.326212, -1.037808, -1.186159], [-4.550669, 0.316733, -1.159785], [-2.288662, 2.769146, -1.060790], [-3.644691, 2.825096, 0.082936], [-3.933250, 2.889404, -1.655614], [-2.424912, -2.086125, -0.945134], [-5.111581, -1.751954, -1.360289], [-5.442327, 0.769088, -1.297719], [-0.825585, -5.771679, 0.243853], [-1.116932, -4.258900, 0.164432], [-1.920943, -3.796692, 1.390224], [0.357300, -3.238181, -0.095996], [0.845772, -3.086010, -1.841682], [0.752432, -4.433922, -2.581402], [0.063555, -2.019792, -2.619726], [1.793375, -3.506429, 0.970863], [1.546002, -3.035129, 2.407905], [2.321430, -4.954901, 0.933251], [-1.773232, -6.293349, 0.106315], [-0.441282, -6.036193, 1.226982], [-0.134722, -6.129217, -0.516268], [-1.702845, -4.073533, -0.744038], [-1.409707, -4.070743, 2.312528], [-2.886549, -4.302290, 1.388944], [-2.104562, -2.721114, 1.401431], [1.896466, -2.786248, -1.781395], [-0.274247, -4.798021, -2.622415], [1.383630, -5.200719, -2.135817], [1.090520, -4.285288, -3.607793], [-0.923414, -2.377801, -2.913723], [0.613767, -1.765433, -3.525820], [-0.094044, -1.049441, -2.102674], [2.539152, -2.856370, 0.505621], [0.847039, -3.693866, 2.923673], [1.165675, -2.013151, 2.452074], [2.489155, -3.070266, 2.953002], [1.698013, -5.619834, 1.526187], [3.318333, -4.947320, 1.375229], [2.416226, -5.361741, -0.072821]],
  "forces_ev_per_a": [[-0.22, 0.29, -0.08], [0.21, -0.10, -0.26], [0.01, 0.15, 0.44], [-0.50, -0.31, -0.01], [0.19, 0.09, -0.05], [-0.08, -0.09, 0.04], [-0.03, 0.06, 0.00], [0.07, 0.00, -0.04], [0.02, 0.14, -0.05], [0.20, 0.07, 0.13], [-0.10, 0.26, -0.02], [0.00, -0.05, 0.01], [-0.01, 0.01, 0.00], [-0.01, 0.01, 0.03], [0.00, 0.01, -0.05], [0.01, -0.04, -0.02], [0.10, -0.23, 0.11], [-0.02, 0.00, -0.05], [-0.03, -0.04, 0.04], [0.08, 0.03, -0.01], [-0.06, -0.05, -0.06], [-0.06, 0.21, 0.10], [-0.01, 0.00, 0.00], [0.00, 0.00, 0.00], [0.01, -0.01, -0.01], [-0.01, -0.01, 0.01], [0.01, 0.00, 0.01], [0.01, -0.01, -0.01], [0.01, 0.00, -0.01], [0.00, -0.01, 0.00], [0.02, 0.00, 0.00], [0.00, 0.00, -0.01], [0.00, -0.01, 0.00], [-0.01, 0.00, 0.00], [0.00, 0.01, 0.01], [0.03, 0.02, -0.06], [0.06, 0.02, 0.00], [0.00, 0.09, -0.07], [-0.03, -0.21, 0.09], [0.07, 0.00, 0.00], [-0.06, 0.10, -0.02], [0.02, -0.07, 0.00], [0.00, -0.01, 0.00], [0.01, 0.00, 0.00], [-0.03, -0.01, 0.02], [0.02, 0.00, 0.02], [0.01, -0.01, 0.01], [0.00, -0.01, -0.02], [-0.02, 0.05, 0.01], [-0.25, -0.09, 0.06], [0.01, -0.01, -0.02], [0.04, 0.00, -0.02], [0.08, -0.04, -0.21], [0.06, 0.04, 0.00], [-0.10, 0.13, -0.03], [0.19, -0.06, 0.15], [-0.02, -0.03, -0.01], [0.02, 0.04, 0.00], [0.00, -0.02, 0.02], [0.01, -0.01, -0.02], [-0.01, 0.01, -0.01], [0.02, 0.00, -0.01], [0.00, 0.02, 0.00], [0.01, -0.02, 0.01], [0.00, 0.00, -0.02], [-0.01, 0.03, 0.03], [0.00, 0.00, 0.00], [-0.01, 0.00, 0.00], [0.00, 0.00, 0.00], [0.00, -0.02, 0.01], [-0.04, -0.08, -0.05], [0.15, -0.29, -0.05], [0.00, 0.02, 0.03], [0.00, 0.01, 0.01], [0.01, 0.01, -0.02], [0.00, -0.01, 0.00], [0.01, 0.00, -0.02], [-0.01, -0.02, 0.02], [-0.01, 0.03, -0.01]],
  "mulliken_spin": [1.00, 0.40, 0.26, 0.15, 0.04, 0.05, -0.01, 0.05, 0.16, 0.31, 0.09, 0.07, -0.02, 0.09, -0.02, 0.06, 0.09, 0.04, 0.03, 0.02, 0.02, -0.02, 0.00, 0.00, 0.00, 0.00, 0.00, 0.00, 0.00, 0.00, 0.01, 0.00, 0.00, 0.00, 0.00, 0.00, 0.02, 0.00, 0.10, 0.04, 0.01, 0.00, 0.00, 0.00, 0.00, -0.01, 0.00, 0.00, 0.06, 0.08, 0.05, 0.47, 0.09, 0.04, 0.04, 0.05, 0.03, 0.05, 0.01, 0.00, -0.01, 0.00, 0.01, 0.00, -0.02, 0.00, 0.00, 0.00, 0.01, 0.00, 0.00, -0.01, 0.01, 0.00, -0.01, 0.00, 0.00, 0.01, -0.01]
}